Record 1
Here is a single C9H13NO2 molecule at a distorted geometry from OMol25. Energies are from the ωB97M-V functional and the def2-TZVPD basis.

The geometry in XYZ format:
```
25
Properties=species:S:1:pos:R:3:forces:R:3:mulliken_charge:R:1
O -1.218295 2.240811 -0.029083 0.06 0.06 -0.05 -0.610
O -3.112168 -1.923711 0.189645 -0.17 0.71 -0.25 -0.516
N -2.353854 0.279704 -0.002992 -0.71 0.61 -0.41 0.094
C 0.537660 -1.601933 -0.328050 0.38 -0.12 0.03 -0.646
C -2.341089 -1.023798 0.283524 4.01 -1.52 1.60 0.374
C -1.243543 1.081626 0.289424 0.15 -0.16 0.16 0.243
C -0.167857 0.381602 1.114114 0.50 0.15 0.23 0.473
C -3.511425 0.889753 -0.646101 -0.21 0.12 -0.11 -1.030
C 1.204221 1.034831 0.861604 -0.16 0.11 -0.16 -1.071
C 1.847437 0.517770 -0.422361 0.18 -0.03 0.28 -0.588
C 1.947871 -1.002213 -0.395454 -0.17 0.00 -0.25 -0.701
C -0.170036 -1.100472 0.895270 -3.99 0.27 -1.11 -0.615
H 2.521538 -1.318943 0.478148 0.10 -0.03 0.03 0.361
H -3.422041 1.970436 -0.546470 -0.03 -0.13 -0.02 0.363
H -4.419933 0.534616 -0.162891 0.03 -0.02 -0.03 0.333
H 0.002116 -1.302407 -1.234670 0.01 -0.04 0.00 0.284
H -0.462226 0.595424 2.151787 -0.02 -0.04 -0.13 0.351
H 2.462843 -1.365399 -1.286930 0.04 -0.05 0.03 0.367
H 1.251715 0.830953 -1.282920 0.00 0.04 -0.10 0.305
H -0.153180 -1.731252 1.768593 0.12 -0.04 0.19 0.402
H 1.072882 2.116318 0.805552 0.05 -0.02 0.11 0.383
H -3.536535 0.622647 -1.703579 -0.03 0.03 0.05 0.326
H 2.841284 0.959310 -0.527721 -0.06 0.04 -0.07 0.334
H 0.584314 -2.692348 -0.313255 -0.09 0.04 -0.07 0.367
H 1.858599 0.809594 1.705823 0.00 0.01 0.04 0.416
```
Positions in Å, forces in eV/Å.

- DFT total energy: -555.94889 Ha
- Gap between HOMO and LUMO: 8.9 eV
- HOMO level: -8.16 eV
- F_max: 4.6 eV/Å

***

Record 2
Here is C5H8N2 as an isolated structure at a distorted geometry from OMol25. Energies are from the ωB97M-V functional and the def2-TZVPD basis.

The geometry in XYZ format:
```
15
Properties=species:S:1:pos:R:3:forces:R:3:mulliken_charge:R:1
N -2.197404 1.688346 1.560842 0.92 -0.59 -0.20 -0.451
N 0.690571 0.568175 -0.183024 0.03 0.15 -0.11 -0.482
C 1.206791 -0.831966 -0.107217 0.16 -0.11 -0.19 -0.248
C -0.154161 -1.138074 0.486195 0.10 -0.19 0.33 -0.839
C -1.250560 1.059567 1.345009 -0.80 0.52 0.18 -0.012
C -0.054634 0.255944 1.067701 -0.10 0.13 0.06 0.288
C -0.722297 0.153453 -1.444163 -0.07 0.19 -0.19 -0.683
H -1.506247 0.816524 -1.088887 0.10 -0.14 -0.04 0.368
H -0.134617 0.609462 -2.242970 -0.10 -0.04 0.15 0.322
H -1.102906 -0.816781 -1.735021 0.14 0.11 0.09 0.242
H -0.357323 -2.011090 1.106526 -0.01 0.11 -0.09 0.274
H 0.661361 0.379278 1.900186 -0.08 -0.07 -0.09 0.349
H 2.059776 -0.832957 0.596090 -0.15 -0.03 -0.03 0.277
H 1.344785 1.359569 -0.196042 -0.09 -0.09 -0.01 0.292
H 1.516866 -1.259451 -1.065227 -0.06 0.05 0.16 0.302
```
Positions in Å, forces in eV/Å.

- DFT total energy: -304.60696 Ha
- Gap between HOMO and LUMO (spin up / spin down): 8.0 / 8.0 eV
- HOMO level (spin up / spin down): -7.27 / -7.28 eV
- F_max: 1.1 eV/Å

***

Record 3
Here is C19H39N4O7V as an isolated structure at a distorted geometry from OMol25. Energies are from the ωB97M-V functional and the def2-TZVPD basis.

The geometry in XYZ format:
```
70
Properties=species:S:1:pos:R:3:forces:R:3:mulliken_charge:R:1
V 36.005033 7.225471 11.486787 0.00 -0.40 -0.40 0.298
O 35.293642 5.204955 12.133243 -0.32 0.07 0.28 -0.566
O 36.752179 8.082695 13.348682 0.29 0.19 1.53 -0.546
O 34.671839 8.023256 12.934505 -2.41 0.17 0.51 -0.453
O 36.217079 9.159658 10.615220 0.30 -0.25 0.12 -0.644
O 34.746090 15.198773 15.995614 -1.15 -2.31 0.22 -0.578
O 41.800858 9.152096 12.165357 -3.04 -0.26 1.30 -0.595
O 32.375628 10.452118 11.045065 0.10 1.06 -1.09 -0.620
N 32.956878 4.443620 19.339661 1.80 6.14 -0.09 -0.421
N 34.208459 4.129668 13.877547 0.35 -0.38 -0.13 0.195
N 31.059465 10.305369 12.921646 -1.79 1.19 0.22 0.190
N 35.177298 10.155946 8.834750 0.09 -0.61 -0.18 0.200
C 30.146116 11.534421 12.628880 2.21 -1.89 0.21 -0.957
C 35.201375 8.892637 15.181222 0.65 0.06 -1.47 -0.489
C 33.283938 5.606851 19.331472 -1.83 -6.12 0.38 0.380
C 32.133496 10.000232 12.131774 -0.72 -0.80 1.43 0.303
C 34.760632 4.225634 12.637002 0.60 -0.21 1.32 -0.059
C 34.211280 5.219848 14.839038 0.05 0.98 -0.99 -0.565
C 34.015479 10.999745 8.524483 0.53 0.37 -0.48 -0.929
C 30.802418 9.501973 14.141717 1.79 0.25 0.25 -0.885
C 35.534087 9.082707 7.892484 -0.18 -0.73 -0.30 -0.985
C 35.568670 8.287124 13.757878 1.92 0.43 0.25 0.965
C 34.437674 13.998160 16.023932 3.98 1.59 1.16 0.624
C 40.167928 7.780771 13.349576 0.06 0.45 -0.85 -0.775
C 33.623008 7.013889 19.271153 0.11 0.99 -0.54 -0.601
C 33.848668 13.283541 14.928942 -2.43 -0.67 -0.60 -0.523
C 33.739066 2.834303 14.316445 0.38 -0.66 1.00 -0.882
C 35.569806 10.069824 10.116705 -0.04 0.46 -0.28 0.065
C 34.960841 13.059869 17.156220 0.33 1.98 0.40 -1.069
C 40.668473 9.095502 12.706722 2.68 -1.44 -0.47 0.847
C 39.844919 10.315411 12.846180 0.24 1.47 -0.41 -0.886
H 34.109882 7.468437 20.133970 0.06 -0.64 0.21 0.314
H 33.123971 10.431715 8.258695 0.18 -0.35 0.07 0.288
H 34.918437 8.096888 15.870309 -0.72 0.11 -0.27 -0.045
H 36.397995 8.462902 8.132512 -0.19 0.27 1.16 0.250
H 35.733607 12.336834 16.895133 -0.81 -0.60 -0.85 0.280
H 34.105479 12.684492 17.717955 0.30 -0.41 0.10 0.316
H 33.659126 2.158297 13.465136 -0.88 0.17 0.17 0.274
H 29.988115 9.810767 14.797201 -0.02 0.49 -0.57 0.329
H 35.946563 9.467570 15.730994 0.75 -0.34 -0.57 0.346
H 34.479838 9.665775 14.917147 -0.80 -0.51 0.47 -0.038
H 32.785190 13.404222 15.135226 -0.65 0.53 -0.43 0.293
H 33.736304 4.972751 15.788482 0.09 -0.28 -0.25 0.293
H 34.281151 11.633001 7.678010 -0.13 0.11 -0.03 0.326
H 31.740940 9.617690 14.683829 -0.11 -0.06 0.77 0.288
H 35.848061 9.353511 6.884420 -0.58 1.13 -0.02 0.328
H 40.914600 7.000830 13.200322 0.10 0.19 0.40 0.335
H 33.845273 12.208998 15.111865 0.95 -0.11 -0.72 -0.054
H 38.884153 10.316238 12.331368 -0.11 -0.48 0.21 0.084
H 29.753366 11.935450 13.563241 -0.49 -0.65 -0.07 0.338
H 33.727722 11.616098 9.376191 0.28 -0.13 -0.02 0.333
H 35.218654 5.610717 14.982341 0.21 -0.30 0.25 0.178
H 34.686249 8.405210 7.791082 -0.05 -0.09 -0.02 0.363
H 35.605879 13.687425 17.771197 -0.63 0.37 0.57 0.349
H 40.436493 11.115407 12.401020 -0.03 0.08 -0.13 0.352
H 32.746135 7.635981 19.091694 -0.26 -0.28 -0.01 0.263
H 33.694074 6.049652 14.357360 -0.25 0.18 0.26 0.127
H 30.814848 12.332743 12.307046 -0.14 -0.20 -0.67 0.312
H 34.269615 7.185699 18.410635 0.14 -0.08 0.00 0.065
H 39.250129 7.409917 12.893260 -0.13 0.32 -0.36 0.061
H 39.718111 10.624058 13.883852 -0.26 -0.42 0.15 0.305
H 29.449006 11.181309 11.868988 -0.28 0.73 0.24 0.326
H 32.942703 2.922154 15.055487 -1.18 0.23 -1.13 0.320
H 34.818005 3.212785 12.209155 -0.20 0.30 -0.64 0.214
H 39.851287 7.933866 14.381265 0.43 0.05 0.15 0.289
H 34.352930 2.272834 15.020736 1.46 0.31 -0.20 0.379
H 32.798293 9.242177 12.574042 -0.12 -0.14 0.17 0.030
H 34.054722 13.696952 13.941652 0.10 -0.39 0.11 0.401
H 30.735647 8.417486 14.054947 -0.37 0.02 -0.88 0.304
H 35.333364 10.977827 10.692748 -0.24 -0.22 0.05 0.444
```
Positions in Å, forces in eV/Å.

- DFT total energy: -2436.93420 Ha
- Multiplicity: 5
- Gap between HOMO and LUMO (spin up / spin down): 4.0 / 9.0 eV
- HOMO level (spin up / spin down): -4.14 / -9.13 eV
- F_max: 6.4 eV/Å

***

Record 4
Here is C34H43BBrCoN6O2S4 as an isolated structure from OMol25. Energies are from the ωB97M-V functional and the def2-TZVPD basis.

The geometry in XYZ format:
```
92
Properties=species:S:1:pos:R:3:forces:R:3:mulliken_charge:R:1
Br -6.743751 -2.592464 -3.167241 0.01 -0.04 0.03 -0.194
Co -3.147581 -0.477649 1.083760 -0.03 -0.33 -0.03 -0.354
S -3.485454 1.593730 1.924601 -0.43 0.35 -0.17 -0.469
S -1.856670 2.787519 1.512737 0.37 0.11 -0.07 -0.353
S -2.363043 -1.372346 3.264006 0.07 -0.17 0.24 -0.603
S -2.767412 -2.461457 -0.091577 0.00 -0.01 0.00 -0.496
O -4.981466 -0.544338 0.413322 -0.26 -0.14 -0.06 -0.703
O -6.932152 -0.981657 -0.568128 0.07 -0.06 -0.09 -0.708
N -0.364430 -1.512626 0.387165 -0.16 -0.73 0.06 0.348
N -0.518308 0.182833 2.215410 0.09 0.19 0.71 0.106
N 0.590840 0.917998 2.207239 0.16 0.18 -0.10 0.160
N 0.968511 -1.519882 0.430177 0.23 0.12 0.12 0.033
N -0.863706 0.892703 -0.194395 0.08 0.34 -0.04 0.647
N -0.193287 0.517697 -1.325073 0.20 -0.27 -0.09 -0.290
C -1.719481 4.500116 -0.998578 -0.03 -0.12 -0.03 -1.736
C -1.231261 -5.104546 -0.215200 -0.01 0.07 0.01 -1.772
C -1.147838 -0.194048 3.354326 -0.11 -0.28 -0.65 0.518
C 3.660054 -1.201648 0.535931 -0.10 -0.12 -0.04 -1.456
C -5.732277 -0.745379 -0.599357 -0.12 0.15 -0.07 0.123
C -0.026461 1.367224 -2.297119 -0.13 0.15 -0.03 0.295
C -1.253491 2.224002 -0.036131 -0.21 0.18 0.17 0.378
C 2.810246 2.378930 1.806752 -0.09 -0.03 0.12 -1.706
C -3.412874 0.669208 -3.262958 0.04 0.07 -0.06 -0.318
C 3.137147 -2.593370 0.183615 0.08 0.08 0.00 2.487
C 1.474855 -0.447111 -3.157148 -0.10 0.09 -0.03 -1.661
C -0.425770 -3.858323 -0.050536 0.41 -0.18 0.01 0.342
C 3.718117 -3.614567 1.172782 -0.10 0.08 -0.05 -2.011
C -4.027560 0.377198 -2.060580 -0.06 0.02 0.06 0.043
C 3.570898 -2.957747 -1.245301 0.00 0.01 0.09 -1.413
C -5.403627 -1.246611 -3.130828 0.11 0.15 0.21 -0.155
C 2.032988 1.948915 -3.533896 -0.04 -0.06 -0.03 -1.925
C 0.882713 0.931914 -3.444374 0.05 -0.10 0.06 2.222
C 0.931399 -3.855587 0.028130 -0.41 0.09 -0.05 -0.851
C 2.378101 2.160349 3.259236 0.04 0.01 -0.05 2.519
C 2.266888 3.518988 3.962234 -0.06 -0.11 -0.03 -1.904
C -0.762398 0.451112 4.560251 0.30 0.29 0.25 0.415
C 1.615609 -2.629827 0.230739 0.05 -0.01 -0.04 0.264
C -1.097234 -2.604442 0.087374 -0.10 0.34 -0.02 0.483
C 0.116124 0.899833 -4.769793 0.00 -0.03 0.07 -1.939
C -0.574462 2.663249 -2.282352 -0.03 0.15 0.13 -0.791
C -4.765447 -0.991179 -4.337896 -0.04 -0.05 0.06 -0.560
C 0.330673 1.266663 4.525010 -0.29 -0.24 0.01 -0.762
C 3.407577 1.283815 3.991163 -0.08 0.05 -0.04 -1.690
C -3.781521 -0.019346 -4.407011 0.02 -0.01 -0.08 -0.753
C -1.595515 0.266118 5.785731 0.05 0.02 0.02 -1.776
C -5.047136 -0.566887 -1.963147 -0.13 -0.17 0.01 0.225
C 1.044852 1.425338 3.315231 0.03 -0.03 -0.08 0.119
C -1.172247 3.104405 -1.098507 0.09 -0.25 -0.08 0.593
B -1.078075 -0.188837 0.813641 0.19 0.10 -0.24 0.958
H -1.136654 0.755445 6.644908 0.01 0.00 0.00 0.383
H 2.166885 3.121913 1.332097 0.00 -0.03 -0.06 0.281
H -1.340282 5.011537 -0.116850 -0.01 0.09 -0.02 0.328
H 4.798957 -3.483083 1.248817 0.02 -0.02 -0.02 0.472
H -0.657897 0.131458 -4.746223 -0.06 0.02 0.02 0.312
H 3.845201 2.726456 1.770228 -0.02 0.05 0.05 0.512
H 2.149482 -0.742597 -3.965168 0.00 0.02 -0.02 0.625
H 2.718873 1.457013 1.239415 0.06 -0.02 -0.07 0.105
H 2.793824 1.598386 -4.235994 -0.01 -0.01 -0.02 0.493
H 3.133653 1.174583 5.042827 0.04 -0.05 0.01 0.376
H -3.728766 0.902973 -1.161112 -0.05 0.05 0.01 0.621
H 1.479789 -4.785306 -0.051715 0.03 0.00 -0.03 0.316
H -1.866999 -5.035626 -1.098408 0.00 -0.03 -0.01 0.352
H 0.686702 -1.193571 -3.055106 0.03 -0.04 0.02 0.292
H 0.799348 0.667724 -5.590586 0.01 0.01 -0.01 0.522
H 3.525933 -4.639653 0.852339 0.00 -0.02 0.05 0.363
H -5.046053 -1.562033 -5.212684 -0.02 0.04 -0.02 0.401
H -1.901727 -5.205559 0.640469 -0.03 -0.06 -0.03 0.354
H 4.404213 1.727468 3.938679 -0.01 0.03 0.01 0.462
H 2.025450 -0.416175 -2.217725 0.02 -0.07 0.02 -0.168
H 3.211768 -3.951316 -1.520203 0.02 0.00 -0.04 0.342
H 1.435107 4.091255 3.548036 0.02 0.05 0.01 0.344
H -0.355112 1.861321 -4.980672 -0.02 0.00 -0.02 0.342
H -2.647840 1.432737 -3.298801 0.04 0.00 -0.01 0.463
H -2.806211 4.452661 -0.907453 0.00 0.08 0.05 0.305
H -1.741635 -0.792527 5.995695 -0.02 0.00 0.03 0.377
H 3.445993 0.289109 3.543977 0.04 0.00 0.00 0.249
H 3.282668 -3.470749 2.163235 0.04 -0.03 0.03 0.384
H 3.171241 -2.239148 -1.959985 0.02 -0.02 -0.03 0.130
H 1.679127 2.922462 -3.874073 0.01 0.03 0.02 0.378
H -0.588877 -5.981828 -0.285474 0.01 0.01 -0.02 0.384
H 2.497288 2.079621 -2.554396 0.04 0.00 -0.01 0.270
H 3.147374 -0.442273 -0.051451 0.03 0.07 0.01 -0.062
H 2.107110 3.402950 5.035794 0.00 0.06 0.00 0.357
H 4.732585 -1.148398 0.337966 0.02 -0.02 0.03 0.492
H -3.305362 0.196220 -5.356383 0.01 -0.02 0.00 0.415
H -0.499255 3.325029 -3.133708 0.08 0.00 -0.01 0.305
H 0.631863 1.797253 5.419532 0.05 -0.03 0.01 0.316
H 4.660485 -2.953978 -1.322769 0.01 -0.02 0.02 0.474
H 3.484757 -0.988083 1.590996 -0.03 0.10 -0.02 0.186
H -1.463901 5.074247 -1.889353 0.02 -0.01 0.00 0.433
H -2.583198 0.698455 5.610539 -0.03 -0.06 -0.01 0.311
H 3.188448 4.085639 3.817274 0.01 0.01 0.02 0.472
```
Positions in Å, forces in eV/Å.

- DFT total energy: -7374.98837 Ha
- Multiplicity: 4
- Gap between HOMO and LUMO (spin up / spin down): 5.4 / 6.5 eV
- HOMO level (spin up / spin down): -3.29 / -4.35 eV
- F_max: 0.8 eV/Å
- Charge: -1